# 1
Molecular formula: C2H2F2OS
Method: DFT, ωB97M-V/def2-TZVPD

```
8
Properties=species:S:1:pos:R:3:forces:R:3:nbo_charge:R:1
S -2.498 -1.948 1.367 -0.1988 2.0080 0.4038 1.07
F 2.174 -0.333 1.765 -1.1037 -0.0762 -0.4205 -0.35
F 1.119 1.250 0.766 -0.4782 0.1470 -0.6678 -0.31
O -3.953 -2.220 1.500 1.3728 0.4815 0.0180 -0.86
C -1.927 -0.422 1.629 -3.8130 -3.5677 -0.0564 -0.40
C 1.197 -0.058 0.842 2.2542 -0.4450 1.6354 0.55
H -1.002 -0.038 1.441 2.4823 1.0947 -0.3010 0.16
H 1.433 -0.667 -0.025 -0.5156 0.3576 -0.6115 0.13
```
Forces are in eV/Å.

Frontier orbital gap (spin up / spin down) in eV: 9.43 / 8.01
HOMO level (spin up / spin down) in eV: -10.238 / -10.004
E_tot in a.u.: -750.3380
Relative energy (zero: lowest compared OMol25 entry of this formula, charge and spin) in kcal/mol: 136.63
E_LUMO (spin up / spin down) in eV: -0.81 / -1.99

# 2
Molecular formula: C5H14N3
Method: DFT, ωB97M-V/def2-TZVPD

```
22
Properties=species:S:1:pos:R:3:forces:R:3:nbo_charge:R:1
N -0.698 -0.774 1.189 1.0872 0.6765 -0.1934 -0.10
N -0.771 0.212 0.297 0.4566 1.7950 -2.3542 -0.12
N 0.331 -0.380 -1.363 0.4900 -1.5671 2.5993 -0.19
C -0.468 -0.275 -2.500 -2.0707 0.0619 -1.6052 -0.49
C -0.999 -1.987 0.843 0.6417 1.0533 0.1650 0.03
C -0.260 -0.497 2.617 0.9372 -2.2602 -0.1034 -0.44
C 1.684 0.115 -1.477 1.4348 1.2003 -0.4323 -0.50
C -0.329 1.569 0.707 -1.0856 0.6789 0.4051 -0.49
H 0.519 1.576 1.364 0.6099 -0.1108 0.2959 0.20
H 2.087 -0.284 -2.495 -0.6094 0.9211 1.6432 0.26
H 2.397 -0.204 -0.678 -0.9884 -0.5419 -0.4557 0.22
H 0.887 -0.313 2.746 -2.3055 0.2838 -0.6635 0.26
H -0.359 0.667 -2.994 -0.0120 1.0018 -0.4561 0.20
H -0.379 -1.549 3.038 -0.1463 1.8837 0.2918 0.23
H 1.865 1.256 -1.391 -0.8805 -1.3717 -0.8330 0.22
H -1.161 -2.297 -0.174 -0.2969 0.2518 -0.0578 0.25
H -1.178 2.040 1.283 0.6695 -0.5245 -0.5231 0.24
H -0.975 0.252 2.976 0.7028 -0.2585 0.4455 0.25
H -1.613 -0.469 -2.454 2.1178 0.0181 0.6773 0.24
H -0.053 -0.992 -3.241 -0.1707 0.0216 0.4031 0.26
H -0.929 -2.601 1.689 -0.1475 -1.5666 0.3790 0.20
H -0.114 2.331 -0.106 -0.4340 -1.6463 0.3727 0.26
```
Forces are in eV/Å.

Frontier orbital gap (spin up / spin down) in eV: 7.68 / 8.02
HOMO level (spin up / spin down) in eV: -13.073 / -12.822
E_tot in a.u.: -362.7102
Relative energy (zero: lowest compared OMol25 entry of this formula, charge and spin) in kcal/mol: 168.79
E_LUMO (spin up / spin down) in eV: -5.40 / -4.80
Charge: +1

# 3
Molecular formula: C3H15NO3
Method: DFT, ωB97M-V/def2-TZVPD

```
22
Properties=species:S:1:pos:R:3:forces:R:3:nbo_charge:R:1
O -0.682 0.201 -2.461 0.1070 0.0189 0.6050 -0.96
O -2.583 3.358 -1.649 -0.0014 -1.2595 0.2916 -0.93
O 0.604 2.010 -0.507 0.1520 -0.3201 0.4210 -0.97
N -0.163 -0.608 0.869 0.0826 -1.1927 -0.1174 -0.64
C 1.014 -1.475 1.000 1.4714 0.4315 1.9784 -0.23
C -0.741 -0.280 2.178 0.5417 0.4431 -0.0971 -0.42
C 1.495 -1.993 -0.322 -0.2843 0.8828 -1.5541 -0.63
H -2.283 2.992 -0.804 0.1688 0.6868 0.1706 0.46
H 1.788 -0.911 1.560 -0.0041 0.2435 -0.7495 0.18
H 0.050 0.273 2.697 -0.0393 -0.3433 0.3431 0.19
H -0.163 0.055 -3.245 0.1419 -0.0960 -0.5414 0.46
H 2.518 -2.359 -0.364 -0.1574 -0.3787 0.4273 0.23
H 0.600 1.320 0.182 -0.3508 -0.1471 -0.2426 0.49
H 0.938 -2.304 1.739 -0.8188 -0.0269 -0.5021 0.17
H -0.756 -1.239 0.335 -0.7956 0.7254 -0.0612 0.36
H 1.409 2.501 -0.327 0.0837 0.2198 -0.1664 0.47
H 1.474 -1.199 -1.093 0.0776 0.0715 0.5196 0.21
H -1.060 -1.150 2.762 0.0940 0.0793 0.0248 0.18
H -0.032 0.553 -1.828 -0.3851 0.1942 -0.0845 0.49
H -2.662 2.495 -2.093 -0.0551 0.5417 -0.5082 0.47
H -1.546 0.452 2.126 -0.2219 -0.2758 -0.4026 0.21
H 0.781 -2.694 -0.755 0.1932 -0.4985 0.2455 0.21
```
Forces are in eV/Å.

Frontier orbital gap in eV: 10.35
HOMO level in eV: -9.750
E_tot in a.u.: -403.7475
SMILES string: CCNC.O.O.O
Relative energy (zero: lowest compared OMol25 entry of this formula, charge and spin) in kcal/mol: 24.93
E_LUMO in eV: 0.60

- Among the records above, which one has the highest relative energy (zero: lowest compared OMol25 entry of this formula, charge and spin)?
  C5H14N3